Entry 1:
C20H30IN2Se2Ti as an isolated structure. Source: the Open Molecules 2025 dataset; level of theory: ωB97M-V/def2-TZVPD.

Properties
multiplicity = 2
total charge = +2
LUMO (alpha / beta) = -6.49 / -6.26 eV
⟨S²⟩ = 0.7557
HOMO energy (alpha / beta) = -0.512 / -0.515 Ha

Last column: Mulliken spin population.
Atoms and positions in Å:
Ti -0.460 -0.326 -0.961  0.98
I 2.197 -0.648 -0.931  0.02
C 2.006 1.349 -1.746  0.00
C 3.194 1.905 -2.201  0.00
C 3.271 3.274 -2.443  0.00
C 2.164 4.098 -2.304  0.00
C 0.904 3.568 -1.875  0.01
C -0.253 4.373 -1.650  0.00
C -1.390 3.835 -1.072  0.00
C -1.431 2.479 -0.697  0.01
C -0.419 1.578 -1.052  -0.04
C 0.831 2.145 -1.575  -0.01
H 4.104 1.288 -2.282  0.00
H 4.198 3.714 -2.843  0.00
H 2.264 5.158 -2.507  0.00
H -0.189 5.404 -1.938  0.00
H -2.336 4.366 -1.031  0.00
H -2.288 2.179 -0.102  0.00
C -3.635 0.528 -2.336  0.01
Se -3.097 -0.923 -1.078  0.00
C -3.308 -2.461 -2.372  0.00
C -2.003 -3.128 -2.698  0.00
Se -0.622 -1.735 -3.250  -0.01
C 0.774 -3.134 -3.063  0.01
H -2.817 0.675 -3.042  0.00
H -3.854 1.515 -1.804  0.00
H -4.512 0.172 -2.909  0.00
H -3.803 -2.072 -3.259  0.00
H -4.035 -3.096 -1.841  0.00
H -1.989 -3.778 -3.597  0.00
H -1.562 -3.707 -1.872  0.00
H 0.927 -3.480 -2.014  0.00
H 1.690 -2.680 -3.473  0.00
H 0.467 -3.930 -3.733  0.00
C 0.850 1.510 3.423  0.00
C -0.197 0.417 3.705  0.00
N 0.232 -0.932 3.289  0.01
C 0.848 -1.768 4.310  0.00
C 2.324 -1.506 4.518  0.00
C -0.041 -1.366 2.040  0.00
C 0.327 -2.790 1.719  0.01
N -0.625 -0.564 1.152  -0.01
H 0.369 2.478 3.187  0.00
H 1.444 1.247 2.564  0.00
H 1.497 1.673 4.319  0.00
H -1.139 0.652 3.235  0.00
H -0.438 0.321 4.770  0.00
H 0.673 -2.816 4.068  0.00
H 0.296 -1.593 5.239  0.00
H 2.896 -1.485 3.587  0.00
H 2.728 -2.314 5.148  0.00
H 2.532 -0.556 4.998  0.00
H 0.046 -3.549 2.469  0.00
H 1.386 -2.849 1.501  0.00
H -0.190 -3.073 0.798  0.00
H -0.809 0.356 1.514  0.02

***

Entry 2:
C43H70BF3N10SSi4TeTi as an isolated structure. Source: the Open Molecules 2025 dataset; level of theory: ωB97M-V/def2-TZVPD.

Properties
multiplicity = 3
total charge = -2
LUMO (alpha / beta) = 3.91 / 3.91 eV
⟨S²⟩ = 2.0069
HOMO energy (alpha / beta) = -0.056 / -0.087 Ha

Last column: Mulliken spin population.
Atoms and positions in Å:
Ti 0.214 0.016 0.579  1.78
C 1.073 2.758 -4.500  0.00
C 0.456 2.636 -3.146  0.00
C -0.595 3.348 -2.600  0.00
C -0.811 2.767 -1.334  0.01
N 0.049 1.782 -1.129  -0.01
N 0.828 1.725 -2.233  -0.04
B 1.725 0.514 -2.405  -0.06
N 2.624 0.420 -1.137  -0.02
N 2.488 -0.487 -0.133  0.09
C 3.690 -0.618 0.434  0.00
C 4.592 0.282 -0.159  -0.01
C 3.870 0.933 -1.134  0.02
C 4.314 2.006 -2.069  0.00
C 4.095 -1.622 1.495  -0.03
C 4.996 -0.928 2.525  0.00
C 2.909 -2.236 2.216  0.03
C 4.891 -2.737 0.796  0.00
N 0.817 -0.706 -2.661  0.02
N -0.445 -0.449 -3.093  0.00
C -0.890 -1.555 -3.649  0.00
C 0.107 -2.557 -3.628  0.00
C 1.184 -1.966 -3.008  0.01
C 2.551 -2.507 -2.758  0.00
C -2.297 -1.639 -4.194  0.00
C -2.248 -1.543 -5.725  0.00
C -3.141 -0.493 -3.636  0.00
C -2.924 -2.977 -3.787  0.00
C -1.896 3.111 -0.340  0.00
C -1.293 3.271 1.057  0.09
C -2.947 1.991 -0.371  -0.02
C -2.577 4.427 -0.726  0.00
H 0.596 3.579 -5.037  0.00
H 0.934 1.840 -5.074  0.00
H 2.145 2.954 -4.445  0.00
H -1.133 4.159 -3.063  0.00
H 2.459 0.646 -3.359  0.00
H 5.621 0.456 0.105  0.00
H 5.258 2.423 -1.718  0.00
H 3.575 2.808 -2.120  0.00
H 4.452 1.620 -3.080  0.00
H 5.941 -0.603 2.083  0.00
H 4.492 -0.051 2.937  0.00
H 5.228 -1.620 3.339  0.00
H 2.231 -2.729 1.520  0.00
H 2.353 -1.464 2.746  -0.03
H 3.257 -2.982 2.936  0.00
H 5.740 -2.330 0.243  0.00
H 4.255 -3.282 0.096  0.00
H 5.265 -3.448 1.539  0.00
H 0.048 -3.574 -3.982  0.00
H 2.568 -3.578 -2.960  0.00
H 2.858 -2.342 -1.727  0.00
H 3.287 -2.021 -3.406  0.00
H -1.827 -0.583 -6.032  0.00
H -3.254 -1.633 -6.148  0.00
H -1.626 -2.337 -6.144  0.00
H -2.698 0.473 -3.880  0.00
H -3.201 -0.563 -2.549  0.00
H -4.153 -0.544 -4.051  0.00
H -2.412 -3.815 -4.266  0.00
H -3.976 -3.006 -4.087  0.00
H -2.867 -3.111 -2.706  0.00
H -2.083 3.398 1.803  0.00
H -0.639 4.146 1.091  0.00
H -0.673 2.416 1.329  -0.04
H -2.479 1.013 -0.255  0.02
H -3.468 1.991 -1.331  0.00
H -3.683 2.125 0.428  0.00
H -1.855 5.244 -0.780  0.00
H -3.326 4.682 0.029  0.00
H -3.086 4.349 -1.689  0.00
F -4.222 -2.983 0.059  0.00
C -4.732 -1.751 0.098  -0.01
F -5.949 -1.863 0.689  0.00
F -4.988 -1.391 -1.185  0.00
C -3.873 -0.742 0.799  -0.04
C -4.459 0.115 1.707  0.03
C -3.687 1.065 2.366  -0.01
C -2.347 1.132 2.045  0.10
N -1.779 0.359 1.122  -0.03
C -2.494 -0.622 0.503  0.08
S -1.574 -1.589 -0.564  -0.01
H -5.513 0.021 1.926  0.00
H -4.106 1.722 3.113  0.00
H -1.671 1.824 2.535  -0.04
N -0.025 -1.349 2.196  -0.02
C -0.462 -2.342 2.608  0.07
C -0.936 -3.533 3.143  -0.01
C -2.265 -3.613 3.615  0.01
N -3.348 -3.689 4.013  0.00
C -0.061 -4.633 3.282  0.01
N 0.657 -5.531 3.402  0.00
C 2.324 5.335 4.616  0.00
Si 2.856 3.654 5.292  0.00
C 3.188 3.879 7.144  0.00
C 4.517 3.238 4.509  0.00
Si 1.216 2.065 4.747  0.01
Te 1.671 1.778 2.331  -0.01
Si -0.800 3.033 5.458  0.01
C -0.589 3.937 7.110  0.00
C -1.474 4.350 4.288  0.00
C -2.107 1.709 5.755  0.00
Si 1.578 0.274 6.220  0.00
C 1.135 0.775 7.995  0.00
C 0.614 -1.292 5.865  0.00
C 3.411 -0.176 6.259  0.00
H 3.137 6.064 4.694  0.00
H 1.461 5.730 5.156  0.00
H 2.048 5.238 3.563  0.00
H 3.931 4.668 7.293  0.00
H 3.582 2.962 7.590  0.00
H 2.285 4.155 7.693  0.00
H 5.229 4.050 4.684  0.00
H 4.400 3.091 3.434  0.00
H 4.938 2.318 4.921  0.00
H 0.051 4.816 7.004  0.00
H -0.163 3.300 7.886  0.00
H -1.571 4.278 7.454  0.00
H -0.708 5.098 4.071  0.00
H -2.322 4.854 4.763  0.00
H -1.809 3.948 3.331  0.00
H -1.838 1.108 6.628  0.00
H -2.202 1.026 4.914  0.00
H -3.091 2.150 5.944  0.00
H 0.059 0.905 8.125  0.00
H 1.628 1.697 8.308  0.00
H 1.456 -0.027 8.667  0.00
H -0.455 -1.104 5.738  0.00
H 0.736 -1.990 6.698  0.00
H 0.967 -1.782 4.958  0.00
H 4.044 0.703 6.398  0.00
H 3.710 -0.658 5.326  0.00
H 3.609 -0.871 7.080  0.00